(1)
Computed, not measured: a molecular structure, C37H69As3BHfN6O5 at a distorted geometry, with ωB97M-V/def2-TZVPD.

Each line ends with the Mulliken charge.
Geometry (Å):
Hf  -2.55336  0.29652  0.79825  1.682
C  -3.36854  -1.23221  5.35830  -1.523
C  -2.68627  -0.24731  4.50683  0.409
C  -1.33476  0.15122  4.58943  -0.523
C  -1.12772  1.08324  3.56927  -0.379
N  -2.23112  1.08347  2.76473  -0.108
N  -3.26728  0.34772  3.40943  0.550
B  -4.45922  0.01299  2.53612  0.502
N  -4.83321  1.26748  1.73237  1.340
N  -4.82508  1.28158  0.35673  -0.818
C  -5.48897  2.41335  -0.03124  -1.019
C  -5.90375  3.15168  1.10299  -0.828
C  -5.43652  2.46524  2.19801  0.002
C  -5.38638  2.82616  3.63054  -1.393
C  -5.60900  2.71312  -1.52569  2.971
C  -4.26869  3.18301  -2.16390  -1.837
C  -6.70513  3.79787  -1.53894  -1.824
C  -6.06057  1.41297  -2.23363  -1.442
N  -4.11290  -1.14629  1.58315  0.376
N  -2.78835  -1.63374  1.45038  0.339
C  -2.74209  -2.72177  0.69041  0.065
C  -4.05714  -2.98355  0.16476  -0.841
C  -4.86325  -1.99371  0.75669  0.345
C  -6.35616  -1.94604  0.76178  -1.716
C  -1.57961  -3.73913  0.60123  1.851
C  -2.09370  -5.22092  0.84145  -1.566
C  -0.52271  -3.38377  1.66665  -1.392
C  -1.04595  -3.92791  -0.84378  -1.414
C  0.04677  2.01414  3.49299  2.153
C  1.28675  1.14968  3.88589  -1.680
C  0.22356  2.72008  2.13691  -1.306
C  -0.09265  3.05963  4.66617  -1.667
H  -2.69069  -1.62758  6.05175  0.470
H  -3.82022  -2.05107  4.71490  0.241
H  -4.18183  -0.70079  5.85747  0.327
H  -0.59091  -0.38517  5.20497  0.369
H  -5.39671  -0.36446  3.21839  -0.059
H  -6.39302  4.12076  1.11761  0.552
H  -4.38825  3.18186  3.85771  0.175
H  -5.60779  2.03774  4.36035  0.262
H  -6.09621  3.70196  3.85099  0.408
H  -3.99826  4.14632  -1.70944  0.378
H  -4.44787  3.45937  -3.26434  0.415
H  -3.42759  2.47102  -2.15200  0.238
H  -6.38372  4.74820  -1.10909  0.381
H  -7.57020  3.52268  -0.86538  0.420
H  -7.12140  3.92135  -2.54924  0.370
H  -5.11080  0.79580  -2.41650  0.187
H  -6.45522  1.68437  -3.20772  0.472
H  -6.77378  0.85752  -1.69344  0.377
H  -4.36907  -3.81307  -0.48897  0.519
H  -6.61155  -2.05610  -0.31481  0.410
H  -6.77484  -1.06579  1.18062  0.307
H  -6.76577  -2.78197  1.32553  0.327
H  -2.76972  -5.27340  1.71957  0.333
H  -1.22979  -5.89645  1.00894  0.431
H  -2.69651  -5.48827  -0.03083  0.384
H  -1.09450  -3.31893  2.66551  0.242
H  0.06032  -2.47510  1.52479  0.113
H  0.32918  -4.12877  1.76526  0.407
H  -1.86735  -3.87600  -1.55544  0.351
H  -0.31958  -4.68423  -1.01378  0.489
H  -0.46392  -3.02002  -1.09426  0.153
H  1.24837  0.77709  4.92948  0.362
H  2.26045  1.69911  3.76596  0.416
H  1.42547  0.29847  3.19079  0.358
H  0.19282  2.02324  1.29694  -0.083
H  1.09246  3.38170  2.15819  0.536
H  -0.60880  3.37556  1.99034  0.314
H  -0.32218  2.47648  5.58350  0.389
H  -0.94419  3.72312  4.42354  0.320
H  0.81194  3.66432  4.85908  0.423
O  1.26578  -0.25465  -0.77906  -0.522
C  0.07505  -0.07109  -0.56586  0.286
O  -0.55893  -0.21140  0.57024  -0.476
C  -0.93695  0.14746  -1.73583  0.364
O  -0.61563  0.38550  -2.87784  -0.601
O  -2.21193  0.00267  -1.23596  -0.809
C  6.75879  1.11730  0.85961  -1.073
As  5.27786  -0.21113  0.82684  0.394
C  6.25388  -1.94910  0.78964  -0.710
C  4.59858  0.04735  -1.05591  -1.349
C  5.22494  -0.57102  -2.32890  3.170
C  4.72170  -2.02584  -2.42636  -1.547
C  4.76027  0.39812  -3.41884  -2.172
As  2.74979  0.77503  -3.71288  0.576
C  2.81198  2.01579  -5.34417  -1.153
C  2.36593  -0.92741  -4.61753  -1.258
C  6.76478  -0.54823  -2.28923  -1.776
As  7.72406  -1.17811  -4.02661  0.253
C  8.15033  -3.01264  -3.28102  -1.022
C  9.52159  -0.34171  -4.02141  -1.163
H  7.27440  1.04002  1.88640  0.362
H  6.27676  2.11312  0.77057  0.319
H  7.46496  1.02348  0.01369  0.270
H  7.33889  -1.77340  1.01212  0.313
H  5.99146  -2.41390  -0.14152  0.040
H  5.82951  -2.59087  1.61481  0.355
H  4.61864  1.17489  -1.12314  0.418
H  3.52426  -0.17737  -1.04037  0.068
H  3.67831  -2.05931  -2.05293  0.014
H  5.28305  -2.70951  -1.78509  0.256
H  4.71287  -2.31002  -3.51726  0.469
H  4.94893  0.12234  -4.45509  0.647
H  5.20744  1.44538  -3.26945  0.362
H  2.91639  1.39561  -6.18928  0.381
H  3.76661  2.49333  -5.26676  0.351
H  2.02999  2.80368  -5.43952  0.312
H  2.53537  -1.82083  -4.02123  0.406
H  2.92260  -0.95975  -5.55754  0.430
H  1.30150  -0.84692  -4.82251  0.364
H  7.12288  -1.14459  -1.42802  0.350
H  7.12982  0.49136  -2.12181  0.478
H  7.89868  -3.76745  -4.03029  0.332
H  7.57380  -3.21344  -2.34070  0.254
H  9.21024  -3.07013  -3.12336  0.390
H  9.45710  0.70531  -4.40110  0.329
H  10.24037  -0.89363  -4.63799  0.372
H  9.85866  -0.36976  -2.98978  0.373
O  -2.26722  2.45220  0.16630  -0.529
H  -2.96130  2.95164  -0.26983  0.033
H  -1.47256  3.00591  0.16054  0.282

Cartesian forces (eV/Å) of the 2 atoms listed first:
Hf 1.65 1.96 -4.18
C -1.92 -0.05 -1.74

LUMO level   -3.1 eV
Charge   +1
2S+1   1
Relative energy (zero: lowest compared OMol25 entry of this formula, charge and spin)   16.5 kcal/mol

---

(2)
Computed, not measured: 8 unconnected molecules or ions with the total composition C37H72ClN4O14S at a distorted geometry, with ωB97M-V/def2-TZVPD.

Each line ends with the Mulliken charge.
Geometry (Å):
O  3.85478  1.78810  1.86463  -0.483
C  3.50986  0.83754  1.25283  0.206
O  3.50011  0.72176  -0.10207  -0.330
C  3.04531  1.89385  -0.76250  -0.932
C  1.50323  1.86837  -1.09272  0.530
C  0.73527  2.65907  -0.04418  -0.616
N  -0.24336  2.15376  0.74660  0.128
C  -0.69125  3.13046  1.55690  0.376
N  -1.65138  3.04333  2.45059  -0.025
C  -2.46085  1.84502  2.72268  -1.154
C  -1.67488  0.61976  3.29905  -0.111
C  -1.68802  -0.51719  2.22333  -0.795
S  -0.48299  -1.80161  2.65650  1.031
O  -0.70591  -2.89789  1.76959  -0.584
O  -0.73039  -2.12083  4.03973  -0.477
O  0.96691  -1.10979  2.44490  -0.151
N  0.02543  4.25256  1.28865  -0.421
Cl  -0.09086  5.75886  2.03085  0.076
N  0.86798  3.93410  0.29079  0.953
C  1.78533  4.90431  -0.31855  -0.435
O  1.01272  5.90424  -0.97901  -0.430
O  -0.12412  5.30081  -1.52954  -0.130
H  3.19955  -0.06740  1.80629  0.349
H  3.32570  2.83172  -0.26512  0.593
H  3.55576  1.90749  -1.74183  0.412
H  1.33737  2.33569  -2.07648  0.420
H  1.14734  0.83130  -1.04483  -0.591
H  -1.85380  3.87269  2.99560  0.235
H  -3.27812  2.07852  3.41720  0.393
H  -2.88924  1.52797  1.75397  0.442
H  -2.25711  0.21619  4.14189  0.335
H  -0.66278  0.86280  3.64863  0.275
H  -1.47261  -0.11277  1.22191  0.282
H  -2.70388  -0.94273  2.19141  0.340
H  1.18559  -0.68731  3.29688  0.275
H  2.46689  5.31998  0.43728  0.397
H  2.36033  4.38535  -1.10453  0.320
H  -0.84889  5.76683  -1.07654  0.324
C  0.66562  -5.58610  5.21287  0.194
C  -0.38127  -6.42591  5.92403  -0.714
C  -0.00124  -6.22450  7.38289  -0.495
O  0.57475  -4.91456  7.48022  -0.462
C  0.83038  -4.41537  6.16202  -0.135
H  0.37598  -5.27446  4.20855  0.205
H  1.60367  -6.14506  5.14222  -0.087
H  -1.37697  -6.01509  5.73676  0.264
H  -0.38402  -7.47323  5.62415  0.357
H  0.75361  -6.95078  7.70212  0.262
H  -0.85796  -6.29716  8.05418  0.322
H  0.09745  -3.63176  5.94844  0.056
H  1.83057  -3.97693  6.12479  0.234
C  -1.63635  4.07765  -5.21875  0.063
C  -2.93045  4.64429  -5.78042  -0.738
C  -3.89144  4.42415  -4.62462  -0.112
O  -3.11306  4.50397  -3.41783  -0.497
C  -1.72324  4.47921  -3.75842  0.173
H  -0.74012  4.45685  -5.70995  0.262
H  -1.63978  2.98746  -5.30623  -0.099
H  -2.81505  5.71429  -5.97466  0.318
H  -3.25711  4.16519  -6.70246  0.372
H  -4.34078  3.43018  -4.66839  -0.051
H  -4.69055  5.16675  -4.59397  0.391
H  -1.31972  5.48310  -3.60030  0.283
H  -1.19778  3.78436  -3.10032  -0.287
C  0.78830  -3.47407  -1.54023  -0.156
C  1.01105  -3.34280  -3.04046  -0.785
C  0.22782  -2.08070  -3.36633  -0.067
O  0.27976  -1.25179  -2.19541  -0.307
C  0.79260  -2.02335  -1.09743  0.251
H  1.54282  -4.07486  -1.03389  -0.047
H  -0.18987  -3.92120  -1.34682  0.316
H  2.07363  -3.18716  -3.24557  0.268
H  0.67764  -4.20803  -3.61153  0.418
H  -0.82333  -2.30657  -3.57372  0.087
H  0.64023  -1.53682  -4.21788  0.160
H  1.81224  -1.67479  -0.88859  0.186
H  0.17982  -1.85296  -0.21373  -0.428
C  -4.43295  -1.16222  -4.51534  -0.281
C  -4.54583  -0.40044  -3.20470  -0.635
C  -3.79404  0.88199  -3.52174  0.070
O  -3.96877  1.12671  -4.92338  -0.420
C  -4.53201  -0.04159  -5.53703  -0.573
H  -5.19809  -1.92611  -4.64753  0.366
H  -3.45365  -1.64454  -4.58181  -0.016
H  -5.59515  -0.17702  -2.99484  0.309
H  -4.13359  -0.93425  -2.34835  0.323
H  -2.72005  0.77187  -3.32887  -0.062
H  -4.16251  1.73820  -2.95341  0.297
H  -5.57534  0.17763  -5.78578  0.287
H  -3.99471  -0.26445  -6.45974  0.288
C  0.65426  1.84524  7.90047  -0.561
C  0.17047  3.24974  7.57458  -0.622
C  -0.37299  3.07445  6.16647  -0.303
O  -0.85220  1.72767  6.07183  -0.293
C  -0.39489  0.98554  7.21648  -0.350
H  0.73580  1.64532  8.96743  0.367
H  1.63363  1.67487  7.44522  0.253
H  -0.63698  3.53144  8.25463  0.269
H  0.94892  4.00910  7.63811  0.348
H  0.41764  3.20628  5.41599  0.199
H  -1.18690  3.76844  5.94083  0.261
H  -1.25416  0.81197  7.87066  0.280
H  -0.00436  0.01971  6.89381  0.156
C  1.75092  2.10625  -8.60350  -0.548
C  0.73514  1.25684  -7.85930  -0.582
C  1.15413  1.46314  -6.41376  -0.037
O  1.72052  2.77899  -6.32817  -0.380
C  1.93004  3.28029  -7.65741  -0.502
H  1.42678  2.40830  -9.59846  0.345
H  2.69175  1.55861  -8.70241  0.261
H  -0.27058  1.65570  -8.01750  0.249
H  0.73603  0.20880  -8.15707  0.381
H  1.92742  0.74527  -6.11673  0.259
H  0.31503  1.37948  -5.71933  0.033
H  1.18278  4.05888  -7.84538  0.260
H  2.92235  3.72749  -7.72603  0.292
C  4.46269  -5.40324  2.41939  -0.601
C  3.08495  -4.84637  2.10106  0.245
C  2.43392  -6.01141  1.37489  -0.411
O  3.00447  -7.20348  1.92064  -0.446
C  4.14359  -6.85986  2.71888  -0.518
H  4.96262  -4.89836  3.24575  0.322
H  5.10568  -5.33264  1.53796  0.302
H  2.54089  -4.63209  3.02543  -0.209
H  3.11075  -3.93296  1.50441  0.215
H  2.66031  -5.98942  0.30233  0.325
H  1.34981  -6.03208  1.50021  0.251
H  3.87285  -6.99806  3.77131  0.232
H  4.97084  -7.53002  2.48276  0.308

Cartesian forces (eV/Å) of the 2 atoms listed first:
O 0.00 1.52 0.24
C 0.12 -1.43 0.34

LUMO level   -3.5 eV
Charge   +1
2S+1   1

---

Question: What is the charge in the first record?
Answer: +1